A cluster of 2 separate species, C3H3BrO2 in total at a distorted geometry. Source: the Open Molecules 2025 dataset; level of theory: ωB97M-V with the def2-TZVPD basis set.

The calculation puts the orbital gap (spin up / spin down) at 9.1 / 5.1 eV. Its lowest unoccupied orbital energy (spin up / spin down) is -0.889 / -3.685 eV. The HOMO energy (spin up / spin down) comes out at -9.97 / -8.75 eV. Its total energy is -2840.41888 Eh.

The geometry in ORCA input format:
```
! RIJCOSX wB97M-V def2-TZVPD def2/J DEFGRID3
* xyz 0 1
C -0.1674 1.0021 -0.7564
C 0.9907 -0.8518 0.7851
C 0.4672 -0.1313 -0.3214
O -0.4245 1.9274 -0.0419
O 1.1352 -1.2446 -0.5786
Br -3.7243 -0.1737 -0.0954
H -0.4532 1.2249 -1.8200
H 1.8601 -0.2982 1.2993
H 0.3161 -1.4550 1.5294
*
```

A structure of composition C10H14MoN6O5S2 at a distorted geometry. Source: the Open Molecules 2025 dataset; level of theory: ωB97M-V with the def2-TZVPD basis set.

The calculation puts the orbital gap (spin up / spin down) at 5.0 / 5.6 eV. As for the expectation value of S²: 2.167. Its lowest unoccupied orbital energy (spin up / spin down) is 5.055 / 5.055 eV. The HOMO energy (spin up / spin down) comes out at 0.01 / -0.52 eV. Its total energy is -1958.71619 Eh.

The geometry in ORCA input format:
```
! RIJCOSX wB97M-V def2-TZVPD def2/J DEFGRID3
* xyz -2 3
Mo -0.2901 0.5278 -0.1403
C 0.9592 2.6952 1.9643
C 1.3655 2.2426 0.6940
C 1.9165 0.9320 0.8587
C 1.8578 0.6282 2.2554
C 1.2536 1.6986 2.9083
H 0.3958 3.5958 2.1584
H 1.4909 2.8720 -0.1762
H 2.6781 0.5065 0.2158
H 2.1600 -0.3101 2.7074
H 0.9378 1.7124 3.9432
N -0.4826 -4.6666 1.2015
N 0.1734 -3.4755 0.9155
N 1.4053 -3.4348 0.4146
C 1.5014 -2.1744 0.0693
N 0.3480 -1.4908 0.2966
N -0.4837 -2.3356 0.8219
H -0.8892 -4.5675 2.1251
H -1.2501 -4.7464 0.5400
H 2.3875 -1.7236 -0.3350
C -1.4532 0.7460 -3.3432
O -0.0435 0.6578 -3.2284
C 0.5360 0.6037 -1.9690
C 2.0275 0.6801 -2.2763
H -1.8839 1.3386 -2.5357
H -1.9097 -0.2442 -3.3258
H -1.6465 1.2190 -4.3105
H 2.1860 0.8117 -3.3507
H 2.5533 -0.2290 -1.9678
H 2.4933 1.5156 -1.7485
O -1.3478 0.5900 1.8091
S -2.4475 1.6047 1.6105
O -2.4784 2.5696 2.7001
O -3.7285 0.9580 1.3765
S -1.8284 2.5412 -0.1264
O -3.7127 -2.0635 -1.0814
C -2.8178 -1.2758 -0.8977
N -1.9334 -0.5092 -0.7733
*
```

A structure of composition C5H7F3O at a distorted geometry. Source: the Open Molecules 2025 dataset; level of theory: ωB97M-V with the def2-TZVPD basis set.

The calculation puts the orbital gap at 10.2 eV. Its lowest unoccupied orbital energy is 0.615 eV. The HOMO energy comes out at -9.54 eV. Its total energy is -569.50858 Eh.

The geometry in ORCA input format:
```
! RIJCOSX wB97M-V def2-TZVPD def2/J DEFGRID3
* xyz 0 1
C 1.5063 -1.6677 0.2135
C -0.9008 0.2200 -1.3698
C -1.0835 0.2816 1.1713
C 1.1596 0.2942 0.0783
C -0.2965 0.7074 -0.0613
O 0.7003 -2.4546 -0.1151
F 1.7503 0.7645 1.1950
F 1.9368 0.6537 -0.9631
F -0.2999 2.1081 -0.0953
H 2.5099 -1.7985 0.6070
H -1.1409 -0.8377 -1.3044
H -0.2124 0.3824 -2.1983
H -1.8085 0.7884 -1.5617
H -0.6178 0.6967 2.0623
H -1.1055 -0.8013 1.2446
H -2.0974 0.6630 1.0969
*
```

An isolated molecule of C6H12. Source: the Open Molecules 2025 dataset; level of theory: ωB97M-V with the def2-TZVPD basis set.

The calculation puts the orbital gap at 8.5 eV. Its lowest unoccupied orbital energy is -0.163 eV. The HOMO energy comes out at -8.68 eV. Its total energy is -235.65913 Eh.

The geometry in ORCA input format:
```
! RIJCOSX wB97M-V def2-TZVPD def2/J DEFGRID3
* xyz 0 1
C 1.6798 1.8837 -0.7241
C 1.4550 0.4583 -0.2245
C -0.0227 0.1080 -0.1330
C -0.3137 -1.3113 0.3553
C -1.8536 -1.5192 0.4650
C -2.2410 -0.3740 1.3386
H 1.2599 2.0186 -1.7282
H 1.1958 2.6144 -0.0634
H 2.7465 2.1261 -0.7686
H 1.9601 -0.2577 -0.8873
H 1.9034 0.3392 0.7705
H -0.5154 0.2655 -1.1037
H 0.1127 -2.0680 -0.3192
H 0.1333 -1.4581 1.3448
H -2.0314 -2.4739 0.9807
H -2.2785 -1.5629 -0.5517
H -0.4964 0.8086 0.5710
H -2.6937 0.4025 0.6778
*
```

A cluster of 2 separate species, C5H16N3 in total at a distorted geometry. Source: the Open Molecules 2025 dataset; level of theory: ωB97M-V with the def2-TZVPD basis set.

The calculation puts the orbital gap at 10.8 eV. Its lowest unoccupied orbital energy is -2.999 eV. The HOMO energy comes out at -13.84 eV. Its total energy is -364.09743 Eh.

The geometry in ORCA input format:
```
! RIJCOSX wB97M-V def2-TZVPD def2/J DEFGRID3
* xyz 1 1
C -2.1262 -1.6806 -0.0702
C -0.3433 -0.5552 -1.4625
N -1.3373 -0.4858 -0.5376
N 0.1465 -1.7901 -1.8299
N -0.0881 0.6419 -2.0799
H -1.6620 0.3672 -0.2078
H -0.4341 -2.6317 -1.5773
H 0.9415 -1.8911 -2.4606
H -0.1062 1.5258 -1.5581
H 0.4774 0.6790 -2.9225
H -2.8183 -1.8400 -0.9788
H -2.7751 -1.5233 0.8481
H -1.6510 -2.6485 0.1194
C 0.9487 0.7823 1.9333
C 1.2400 1.5978 3.1605
C 1.3851 1.3888 0.5830
H -0.1242 0.3291 1.8623
H 1.5870 -0.1401 1.9706
H 1.8867 0.9578 3.7895
H 1.6732 2.5604 2.8416
H 0.9398 2.3016 0.3646
H 1.5975 0.6038 -0.1264
H 0.2632 1.8684 3.7439
H 2.5313 1.7208 0.5583
*
```

A structure of composition ClFO4Sr3 at a distorted geometry. Source: the Open Molecules 2025 dataset; level of theory: ωB97M-V with the def2-TZVPD basis set.

The calculation puts the orbital gap at 8.4 eV. Its lowest unoccupied orbital energy is -18.025 eV. The HOMO energy comes out at -26.45 eV. Its total energy is -951.18843 Eh.

The geometry in ORCA input format:
```
! RIJCOSX wB97M-V def2-TZVPD def2/J DEFGRID3
* xyz 4 1
Sr 0.7361 2.0593 -2.1988
Sr 0.3246 -1.3838 -1.4950
Sr -1.8269 1.4433 -0.2121
F -0.6920 0.4707 -1.5048
Cl 0.2563 -0.4687 1.1732
O 1.1591 -1.3261 0.4370
O -0.9518 -0.6105 0.3856
O 0.1673 -0.9971 2.4787
O 0.8272 0.8129 0.9362
*
```

An isolated molecule of C5H13N2O7P3 at a distorted geometry. Source: the Open Molecules 2025 dataset; level of theory: ωB97M-V with the def2-TZVPD basis set.

The calculation puts the orbital gap at 8.5 eV. Its SMILES is N=[PH2][C@@H]1OC(=O)[C@@H](P(=N)(O)O)[C@H]1CP(=O)(O)O. Its lowest unoccupied orbital energy is -0.365 eV. The HOMO energy comes out at -8.82 eV. Its total energy is -1858.62483 Eh.

The geometry in ORCA input format:
```
! RIJCOSX wB97M-V def2-TZVPD def2/J DEFGRID3
* xyz 0 1
N -0.9643 3.3169 1.0130
P -0.6920 1.9502 1.7735
C 0.6945 0.9227 1.0276
O 1.6029 1.5769 0.1285
C 1.4480 1.0840 -1.1730
O 2.2631 0.9748 -1.9672
C -0.0443 0.6978 -1.1818
P -0.8599 0.0809 -2.7231
N -0.2638 0.8042 -3.9667
O -2.4613 0.4786 -2.6445
O -0.6576 -1.5270 -2.9628
C -0.0554 -0.1489 0.1138
C 0.9148 -1.3919 0.2017
P 0.4728 -2.3514 1.7271
O -0.6564 -3.2125 1.3807
O 1.7263 -3.3070 2.1757
O 0.1297 -1.3801 3.0012
H -1.9162 3.2956 0.6446
H -0.3977 2.2361 3.1375
H -1.8578 1.1432 1.7047
H 1.3407 0.4575 1.7862
H -0.5541 1.6744 -0.9982
H 0.4625 1.4580 -3.6783
H -2.5300 1.2039 -2.0027
H -1.5338 -1.8625 -3.2366
H -1.0127 -0.5382 0.4961
H 0.8990 -2.0484 -0.6825
H 1.9523 -1.0344 0.3749
H 1.6166 -3.5319 3.1156
H 0.9341 -1.0217 3.4149
*
```

The ion C2H7N3P with charge +1 at a distorted geometry. Source: the Open Molecules 2025 dataset; level of theory: ωB97M-V with the def2-TZVPD basis set.

The calculation puts the orbital gap at 8.7 eV. Its SMILES is NN1CC[PH]#[N+]1. Its lowest unoccupied orbital energy is -5.547 eV. The HOMO energy comes out at -14.23 eV. Its total energy is -585.65805 Eh.

The geometry in ORCA input format:
```
! RIJCOSX wB97M-V def2-TZVPD def2/J DEFGRID3
* xyz 1 1
N 1.4561 1.4833 0.0388
N 0.4115 0.7243 -0.1598
C 0.5680 -0.6943 -0.3213
C -0.8739 -1.2255 -0.0023
P -2.0460 0.1847 -0.3484
N -0.7929 1.2095 -0.0592
H 2.2686 1.1215 0.5223
H 1.4022 2.3946 0.4677
H 1.4246 -0.9805 0.3280
H 0.6962 -0.8045 -1.3779
H -1.0672 -1.8298 -0.9093
H -0.9437 -1.8283 0.8921
H -2.5034 0.2449 0.9293
*
```